No. 1
{"formula": "C35H69NO9S6", "method": "ωB97M-V with the def2-TZVPD basis set", "orbital_gap_ha": 0.2967, "homo_ev": -8.44, "e_tot_ha": -4495.8210, "spin_multiplicity": 1, "e_above_lowest_kj_mol": 0.00, "elements": ["C", "O", "C", "C", "C", "C", "C", "C", "C", "C", "C", "C", "C", "C", "C", "C", "C", "N", "C", "C", "C", "C", "O", "C", "C", "C", "O", "H", "H", "H", "H", "H", "H", "H", "H", "H", "H", "H", "H", "H", "H", "H", "H", "H", "H", "H", "H", "H", "H", "H", "H", "H", "H", "H", "H", "H", "H", "H", "H", "H", "C", "S", "O", "C", "H", "H", "H", "H", "H", "H", "C", "S", "O", "C", "H", "H", "H", "H", "H", "H", "C", "S", "O", "C", "H", "H", "H", "H", "H", "H", "C", "S", "O", "C", "H", "H", "H", "H", "H", "H", "C", "S", "O", "C", "H", "H", "H", "H", "H", "H", "C", "S", "O", "C", "H", "H", "H", "H", "H", "H"], "coordinates": [[7.216, -4.129, 3.609], [7.097, -3.133, 2.595], [7.061, -1.832, 3.146], [7.293, -0.785, 2.066], [6.847, 0.607, 2.520], [7.598, 1.134, 3.750], [6.937, 2.349, 4.423], [6.557, 3.502, 3.478], [5.176, 4.100, 3.748], [4.029, 3.074, 3.676], [2.723, 3.663, 3.115], [1.465, 3.259, 3.948], [0.393, 2.555, 3.097], [0.699, 1.078, 2.980], [0.657, 0.313, 4.151], [0.909, -1.058, 4.180], [0.799, -1.763, 5.511], [0.516, -3.197, 5.393], [1.249, -1.692, 2.988], [1.290, -0.958, 1.808], [1.029, 0.417, 1.781], [1.126, 1.107, 0.465], [1.329, 2.293, 0.328], [1.004, 0.266, -0.754], [1.262, -1.037, -0.719], [1.636, -1.688, 0.549], [2.160, -2.773, 0.591], [7.030, -3.721, 4.601], [6.456, -4.889, 3.427], [8.214, -4.559, 3.549], [7.862, -1.727, 3.885], [6.092, -1.613, 3.614], [8.334, -0.783, 1.739], [6.686, -1.091, 1.211], [5.771, 0.574, 2.702], [7.046, 1.290, 1.695], [8.624, 1.357, 3.451], [7.616, 0.334, 4.490], [6.102, 2.012, 5.036], [7.688, 2.736, 5.114], [6.630, 3.244, 2.422], [7.285, 4.300, 3.636], [5.186, 4.533, 4.747], [5.005, 4.928, 3.061], [4.357, 2.226, 3.073], [3.869, 2.664, 4.674], [2.563, 3.268, 2.117], [2.765, 4.749, 3.124], [1.044, 4.159, 4.399], [1.788, 2.621, 4.768], [0.248, 3.046, 2.145], [-0.546, 2.643, 3.652], [0.408, 0.808, 5.083], [1.693, -1.548, 6.108], [-0.035, -1.292, 6.033], [0.738, -3.644, 6.274], [1.148, -3.594, 4.709], [1.476, -2.747, 2.987], [0.701, 0.701, -1.696], [1.204, -1.674, -1.588], [-1.382, -3.063, -2.643], [-1.157, -1.915, -3.998], [-0.314, -0.793, -3.494], [-2.853, -1.352, -4.020], [-0.424, -3.527, -2.407], [-1.753, -2.526, -1.776], [-2.095, -3.827, -2.951], [-3.111, -0.934, -3.047], [-3.517, -2.181, -4.263], [-2.942, -0.584, -4.788], [4.652, 9.306, 5.265], [4.445, 7.644, 5.916], [5.554, 6.821, 5.374], [2.978, 7.245, 4.957], [5.551, 9.729, 5.707], [4.759, 9.264, 4.181], [3.789, 9.914, 5.540], [3.197, 7.340, 3.893], [2.166, 7.915, 5.241], [2.699, 6.218, 5.183], [-7.312, -2.419, -7.152], [-5.762, -1.814, -6.480], [-5.717, -2.236, -5.044], [-6.214, -0.078, -6.503], [-7.262, -3.505, -7.184], [-8.137, -2.105, -6.510], [-7.443, -2.029, -8.160], [-7.103, 0.079, -5.910], [-6.384, 0.240, -7.529], [-5.385, 0.487, -6.078], [-4.956, -5.136, -0.169], [-4.655, -3.992, -1.523], [-3.834, -2.883, -0.971], [-6.333, -3.369, -1.637], [-4.009, -5.604, 0.091], [-5.345, -4.591, 0.690], [-5.665, -5.898, -0.491], [-6.627, -2.939, -0.679], [-7.004, -4.183, -1.914], [-6.350, -2.603, -2.411], [-9.828, 2.975, -4.580], [-9.741, 1.484, -5.578], [-8.524, 1.598, -6.429], [-11.153, 1.867, -6.621], [-8.996, 2.957, -3.879], [-9.749, 3.851, -5.223], [-10.769, 2.988, -4.030], [-10.986, 2.816, -7.129], [-12.053, 1.914, -6.008], [-11.252, 1.070, -7.355], [-2.811, -6.625, -7.618], [-3.193, -5.019, -6.903], [-3.721, -4.171, -8.002], [-1.473, -4.561, -6.627], [-3.748, -7.094, -7.909], [-2.177, -6.494, -8.495], [-2.309, -7.243, -6.874], [-0.930, -4.599, -7.572], [-1.041, -5.261, -5.911], [-1.401, -3.550, -6.226]], "atomic_forces_ev_per_a": [[-0.27, 0.16, -0.57], [-0.11, 0.07, 0.43], [0.54, 0.47, -0.40], [-0.45, -0.23, 0.01], [0.54, -0.10, -0.10], [-0.75, -0.25, -0.12], [0.72, -0.02, -0.34], [-0.04, 0.44, 0.28], [0.06, -0.44, 0.29], [0.37, 0.35, -0.21], [-0.49, -0.86, 0.93], [0.49, 0.47, -0.69], [-0.22, -0.20, 1.01], [0.23, -0.18, -0.22], [0.00, -0.13, -0.40], [0.00, 0.39, -0.15], [-0.23, -0.04, -0.06], [0.28, 0.27, -0.07], [-0.10, 0.40, 0.36], [0.14, -0.17, 0.18], [-0.11, 0.01, 0.46], [0.01, -0.14, -0.45], [-0.04, 0.40, 0.15], [-0.25, -0.62, -0.14], [0.00, -0.07, 0.19], [-0.24, 0.42, 0.25], [0.21, -0.66, -0.14], [0.12, 0.06, 0.10], [0.11, -0.17, -0.05], [0.04, -0.16, 0.21], [-0.13, -0.11, 0.27], [-0.03, -0.23, 0.18], [0.09, -0.04, 0.05], [0.05, 0.07, -0.13], [-0.06, 0.13, 0.03], [-0.32, 0.08, -0.11], [0.09, 0.01, 0.10], [0.30, 0.03, 0.12], [-0.19, 0.01, -0.15], [-0.17, 0.02, 0.28], [-0.04, -0.28, 0.00], [0.05, 0.07, -0.15], [-0.01, 0.19, -0.01], [-0.05, 0.01, -0.11], [-0.14, -0.04, -0.15], [-0.09, 0.01, 0.06], [0.12, 0.46, -0.28], [0.17, 0.08, -0.38], [-0.16, -0.01, 0.03], [-0.19, -0.11, 0.09], [0.14, 0.01, -0.12], [-0.12, -0.11, -0.09], [-0.10, 0.04, 0.00], [0.11, 0.01, -0.08], [-0.03, -0.05, 0.13], [-0.09, -0.09, -0.01], [-0.01, -0.18, 0.07], [0.01, -0.04, -0.35], [0.10, 0.37, 0.06], [0.08, 0.11, -0.18], [0.33, -0.09, 0.06], [-0.04, 0.00, -0.02], [0.07, 0.07, 0.07], [-0.04, 0.12, 0.01], [0.03, 0.02, -0.15], [-0.09, 0.00, 0.00], [-0.02, 0.00, 0.03], [0.04, -0.05, 0.03], [-0.03, 0.01, -0.02], [0.05, -0.01, -0.04], [-0.02, 0.10, -0.09], [-0.05, 0.01, 0.09], [0.06, 0.11, 0.01], [-0.08, 0.01, -0.09], [0.01, -0.05, 0.03], [0.01, -0.06, 0.01], [0.00, -0.01, 0.02], [0.05, -0.01, 0.01], [0.01, 0.00, 0.03], [0.05, -0.01, 0.03], [-0.14, -0.07, 0.03], [0.23, 0.06, -0.15], [-0.20, -0.02, 0.07], [0.33, -0.21, 0.11], [0.07, 0.01, 0.00], [0.05, 0.04, 0.03], [0.04, 0.00, 0.00], [-0.09, -0.02, 0.04], [-0.03, 0.00, 0.00], [0.04, -0.06, -0.02], [-0.05, -0.07, 0.08], [-0.18, -0.01, -0.05], [-0.06, 0.11, 0.20], [-0.14, 0.05, -0.07], [0.02, 0.03, -0.04], [0.02, 0.05, -0.03], [0.01, 0.00, -0.03], [0.09, -0.03, 0.04], [0.02, 0.00, -0.04], [0.08, -0.07, -0.08], [-0.02, 0.11, 0.03], [-0.04, -0.01, 0.03], [-0.34, 0.24, 0.00], [-0.08, 0.06, -0.06], [0.02, -0.05, -0.02], [0.02, -0.04, -0.04], [0.00, -0.03, 0.00], [0.05, 0.00, 0.02], [0.01, -0.02, 0.02], [0.04, -0.03, 0.03], [0.01, -0.12, -0.05], [0.10, 0.04, 0.15], [0.01, -0.01, -0.07], [0.17, 0.07, -0.10], [-0.03, 0.04, 0.02], [-0.01, 0.06, 0.01], [-0.02, 0.01, 0.01], [-0.06, -0.07, -0.03], [0.00, 0.01, 0.01], [-0.23, -0.10, 0.00]]}

No. 2
{"formula": "C2H6NO3", "method": "ωB97M-V with the def2-TZVPD basis set", "orbital_gap_ha": 0.2783, "homo_ev": -3.45, "e_tot_ha": -360.2937, "spin_multiplicity": 1, "charge": -1, "e_above_lowest_kj_mol": 203.46, "elements": ["O", "C", "N", "C", "O", "H", "H", "H", "H", "H", "H", "O"], "coordinates": [[0.312, 1.823, -0.007], [0.319, 0.774, -0.645], [0.175, -0.469, -0.135], [0.024, -1.763, -1.088], [0.829, -2.694, -0.690], [0.506, 0.668, -1.725], [0.901, -0.744, 0.512], [0.145, -1.330, -2.102], [-1.072, -1.937, -0.945], [-0.969, 1.432, 2.844], [-0.952, 1.787, 1.333], [-1.377, 1.987, 2.182]], "atomic_forces_ev_per_a": [[0.23, 0.15, -0.47], [0.23, -1.26, 0.31], [0.19, -0.27, -0.66], [-0.28, 0.63, 1.23], [0.16, -0.15, -0.30], [-0.46, 0.93, -0.45], [-0.32, 0.01, 0.78], [0.18, 0.08, -0.43], [0.06, -0.22, -0.20], [0.24, -0.27, -0.09], [0.49, -0.04, 0.08], [-0.71, 0.41, 0.19]]}

No. 3
{"formula": "C2H6IOP", "method": "ωB97M-V with the def2-TZVPD basis set", "orbital_gap_ha": 0.3417, "homo_ev": -9.01, "e_tot_ha": -794.1006, "spin_multiplicity": 1, "e_above_lowest_kj_mol": 56.24, "smiles": "CCOPI", "elements": ["C", "C", "O", "P", "I", "H", "H", "H", "H", "H", "H"], "coordinates": [[0.670, 1.076, 0.369], [0.970, -0.228, -0.347], [-0.196, -0.976, -0.657], [-1.342, -1.294, 0.453], [-3.057, 0.382, -0.012], [0.036, 1.712, -0.245], [0.156, 0.868, 1.311], [1.598, 1.600, 0.583], [1.642, -0.849, 0.255], [1.440, -0.043, -1.317], [-1.918, -2.249, -0.393]], "atomic_forces_ev_per_a": [[-0.10, -0.23, -0.12], [0.42, 0.27, 0.13], [-0.26, -0.15, -0.25], [0.43, -0.15, 0.02], [-0.29, 0.20, -0.03], [-0.03, 0.06, 0.02], [0.05, 0.16, 0.03], [0.09, 0.05, 0.06], [-0.02, 0.04, -0.06], [0.04, -0.03, 0.18], [-0.33, -0.22, 0.02]]}